(1)
Entry from the OMol25 dataset: a 29-piece molecular cluster, C30H118O44 overall at a distorted geometry (ωB97M-V with the def2-TZVPD basis set).

Properties
**2S+1**: 1
**HOMO level**: -9.873 eV
**E_LUMO**: 0.16 eV
**Charge**: 0
**HOMO-LUMO gap**: 10.036 eV

Positions of all 192 atoms, in Å:
O -3.44 0.23 3.38
H -2.97 -0.19 2.61
H -4.35 -0.10 3.24
O 2.29 3.24 -2.19
H 2.28 3.65 -1.32
H 1.51 3.54 -2.73
O -4.26 -0.47 -3.15
H -4.26 0.06 -2.30
H -3.76 -1.28 -3.08
O 0.81 -0.87 5.36
H 0.57 -1.67 5.93
H 0.22 -0.15 5.65
O -0.21 -4.09 1.18
H -0.28 -3.59 1.98
H 0.68 -4.50 1.16
O 3.31 4.46 0.27
H 3.36 3.78 0.95
H 4.19 4.79 0.24
O 1.61 -5.88 -2.75
H 1.52 -5.85 -3.71
H 0.92 -5.26 -2.49
O -1.20 1.16 -3.05
H -2.09 1.50 -3.28
H -0.71 0.80 -3.84
O 2.57 0.53 3.77
H 1.81 0.22 3.20
H 2.25 0.18 4.58
O 2.79 2.96 2.65
H 2.52 2.17 3.08
H 2.16 3.55 3.02
O 3.26 -6.55 -0.64
H 3.82 -7.33 -0.56
H 2.75 -6.59 -1.47
O -2.17 -1.13 1.30
H -1.80 -1.96 1.63
H -1.57 -0.51 0.82
O 2.33 -5.15 1.45
H 2.83 -5.76 0.80
H 2.72 -5.18 2.38
O -5.30 0.45 -5.47
H -5.05 0.01 -6.30
H -4.86 -0.02 -4.76
C 0.47 6.14 -5.11
C -0.62 5.69 -4.21
O -0.16 4.84 -3.16
O 1.45 6.96 -4.43
H 0.08 6.81 -5.84
H 1.02 5.30 -5.56
H -1.43 5.09 -4.70
H -1.12 6.61 -3.72
H -0.63 5.28 -2.39
H 1.82 6.38 -3.75
C -5.88 -0.89 -0.05
C -5.59 -2.38 -0.50
O -5.69 -3.31 0.60
O -5.14 -0.48 1.09
H -6.94 -0.78 0.23
H -5.68 -0.17 -0.82
H -4.58 -2.38 -0.94
H -6.29 -2.73 -1.27
H -5.32 -2.88 1.40
H -4.24 -0.36 0.82
C 0.34 -0.37 -5.81
C 0.54 0.94 -6.59
O 1.88 1.20 -6.90
O 0.58 -0.29 -4.38
H 0.88 -1.19 -6.32
H -0.75 -0.63 -5.87
H 0.15 1.86 -6.11
H 0.08 0.79 -7.58
H 2.26 1.52 -6.08
H 1.47 0.10 -4.18
C -4.72 2.80 1.18
C -4.40 2.69 -0.38
O -3.85 1.45 -0.81
O -3.52 2.39 1.83
H -5.55 2.19 1.52
H -4.99 3.86 1.31
H -3.70 3.42 -0.75
H -5.39 2.75 -0.93
H -2.98 1.38 -0.34
H -3.60 1.66 2.47
C -1.28 -4.08 5.70
C -1.94 -3.22 4.66
O -1.08 -2.72 3.65
O -0.34 -3.43 6.51
H -0.78 -4.92 5.25
H -2.06 -4.56 6.30
H -2.52 -2.37 5.07
H -2.70 -3.80 4.09
H -0.37 -2.20 4.11
H 0.55 -3.83 6.48
C 4.31 -1.66 1.08
C 5.27 -1.78 2.33
O 4.61 -1.40 3.53
O 3.05 -2.24 1.26
H 4.80 -2.00 0.15
H 4.05 -0.59 0.97
H 6.11 -1.10 2.10
H 5.70 -2.79 2.44
H 4.24 -0.51 3.31
H 2.95 -3.20 1.09
C -3.46 -7.74 1.90
C -2.23 -7.03 1.83
O -2.19 -5.80 2.49
O -4.43 -6.98 1.17
H -3.92 -7.86 2.92
H -3.37 -8.74 1.46
H -2.03 -6.95 0.77
H -1.48 -7.73 2.24
H -1.64 -5.19 1.93
H -4.77 -6.22 1.68
C 7.28 3.40 1.12
C 6.34 3.07 2.18
O 5.46 2.04 1.86
O 6.75 4.23 0.08
H 7.72 2.51 0.65
H 8.16 3.97 1.51
H 5.68 3.91 2.47
H 7.05 2.92 2.97
H 4.61 2.26 2.26
H 6.20 3.62 -0.47
C 3.44 -4.56 5.11
C 3.66 -3.49 6.17
O 5.00 -3.18 6.42
O 3.51 -4.07 3.79
H 2.45 -5.00 5.23
H 4.25 -5.37 5.23
H 3.24 -3.80 7.14
H 3.10 -2.56 5.89
H 5.27 -2.70 5.64
H 3.60 -3.10 3.79
C -0.79 4.45 0.50
C -0.77 5.88 -0.06
O -1.69 6.16 -1.11
O -1.64 4.42 1.62
H 0.22 4.10 0.76
H -1.12 3.80 -0.33
H 0.16 6.12 -0.53
H -0.89 6.60 0.76
H -2.61 5.83 -1.09
H -2.22 3.64 1.62
C -0.16 -2.83 -2.60
C -1.42 -2.04 -2.44
O -2.56 -2.77 -2.91
O -0.31 -4.09 -1.88
H 0.70 -2.20 -2.29
H -0.06 -3.19 -3.63
H -1.36 -1.06 -2.90
H -1.49 -1.99 -1.34
H -2.70 -3.41 -2.20
H -0.31 -4.04 -0.90
C -0.86 2.16 4.27
C 0.03 3.26 4.79
O 0.47 4.12 3.69
O -1.09 1.32 5.37
H -0.32 1.63 3.41
H -1.83 2.48 3.88
H 0.94 2.88 5.21
H -0.47 3.80 5.55
H -0.33 4.42 3.22
H -1.76 0.73 5.03
C -5.17 4.11 -4.95
C -4.31 3.70 -3.79
O -3.33 2.73 -4.03
O -6.18 3.19 -5.34
H -4.53 4.40 -5.79
H -5.77 4.98 -4.60
H -4.93 3.50 -2.93
H -3.69 4.58 -3.46
H -3.73 1.89 -4.37
H -5.80 2.33 -5.50
C 4.75 -0.57 -5.03
C 4.56 0.59 -4.04
O 3.23 1.02 -3.97
O 4.51 -0.19 -6.35
H 4.13 -1.38 -4.64
H 5.72 -1.08 -4.96
H 5.14 1.45 -4.31
H 5.00 0.30 -3.04
H 3.19 1.83 -3.41
H 3.57 -0.12 -6.52
C 0.49 0.82 -0.71
C 1.33 0.90 0.52
O 1.02 -0.18 1.47
O -0.94 0.90 -0.33
H 0.56 -0.13 -1.28
H 0.82 1.69 -1.29
H 1.16 1.82 1.06
H 2.37 0.99 0.27
H 1.40 -1.05 1.16
H -1.31 0.87 -1.24



(2)
Entry from the OMol25 dataset: C30H15Br4F5N3O3S4Sc as an isolated structure at a distorted geometry (ωB97M-V with the def2-TZVPD basis set).

Properties
**2S+1**: 1
**HOMO level**: -2.298 eV
**E_LUMO**: 3.74 eV
**Charge**: -2
**Energy above the lowest of the compared OMol25 structures with the same formula, charge and spin**: 1.087 eV
**HOMO-LUMO gap**: 6.039 eV

Positions of all 65 atoms, in Å:
Sc -0.21 -0.63 -0.87
C -3.08 3.38 2.70
S -2.95 1.58 2.87
C -2.57 1.11 1.20
S -2.11 2.22 0.03
N -2.84 -0.15 0.98
N -2.43 -0.73 -0.14
C -3.16 -1.69 -0.61
C -2.78 -2.36 -1.82
C -3.53 -3.43 -2.32
C -3.16 -4.02 -3.51
C -2.05 -3.52 -4.19
C -1.37 -2.45 -3.63
N -1.70 -1.89 -2.48
H -2.62 3.86 3.56
H -2.54 3.63 1.78
H -4.12 3.66 2.61
H -4.08 -1.98 -0.11
H -4.39 -3.78 -1.76
H -3.72 -4.85 -3.91
H -1.73 -3.94 -5.13
H -0.50 -2.03 -4.13
F -0.90 1.85 -7.17
C -0.24 1.79 -5.99
C -0.85 1.24 -4.86
F -2.11 0.76 -4.94
C -0.17 1.21 -3.67
F -0.81 0.66 -2.57
C 1.14 1.70 -3.48
S 1.89 1.64 -1.98
C 1.71 2.25 -4.65
F 2.95 2.78 -4.60
C 1.06 2.28 -5.86
F 1.66 2.82 -6.95
Br 3.56 -5.97 -3.34
C 2.31 -4.93 -2.37
C 1.57 -5.50 -1.36
Br 1.75 -7.35 -0.97
C 0.69 -4.72 -0.62
Br -0.41 -5.50 0.73
C 0.55 -3.35 -0.83
O -0.24 -2.58 -0.15
C 1.32 -2.75 -1.90
O 1.14 -1.49 -2.11
C 2.15 -3.57 -2.65
Br 3.05 -2.76 -4.12
C 0.92 4.24 6.74
C 2.24 4.22 7.44
O 2.55 4.97 8.33
S 3.41 2.97 6.98
C 2.74 2.25 5.48
C 1.90 1.15 5.54
C 1.37 0.64 4.37
C 1.68 1.23 3.14
C 2.55 2.32 3.10
C 3.09 2.83 4.26
C 1.13 0.70 1.95
C 0.66 0.23 0.93
H 0.14 4.04 7.48
H 0.85 3.51 5.94
H 0.75 5.24 6.34
H 1.66 0.71 6.49
H 0.69 -0.20 4.39
H 2.79 2.76 2.14
H 3.75 3.68 4.24



(3)
Entry from the OMol25 dataset: C30H18Cl2IrN6O2 as an isolated structure (ωB97M-V with the def2-TZVPD basis set).

Properties
**<S²>**: 8.78
**2S+1**: 6
**HOMO level (alpha / beta)**: -13.398 / -14.129 eV
**E_LUMO (alpha / beta)**: -6.50 / -8.48 eV
**Charge**: +2
**HOMO-LUMO gap (alpha / beta)**: 6.901 / 5.653 eV

Positions of all 59 atoms, in Å:
Ir -0.04 0.14 0.18
Cl -3.58 5.93 1.80
C -2.34 4.88 1.30
C -2.66 3.61 0.90
C -1.64 2.73 0.50
N -1.82 1.44 0.11
C -3.06 1.00 -0.33
O -3.99 1.72 -0.63
C -3.18 -0.48 -0.40
C -4.39 -1.05 -0.74
C -4.52 -2.42 -0.70
C -3.43 -3.18 -0.29
C -2.25 -2.53 0.01
N -2.11 -1.20 -0.05
C -0.28 3.17 0.50
C 0.03 4.48 0.90
C -0.98 5.32 1.30
Cl -0.59 6.90 1.82
N 0.62 2.24 0.11
C 1.89 2.61 -0.33
O 2.21 3.73 -0.63
C 2.86 1.48 -0.40
C 4.17 1.74 -0.75
C 5.08 0.70 -0.70
C 4.65 -0.55 -0.29
C 3.31 -0.72 0.01
N 2.41 0.27 -0.05
H -3.69 3.30 0.88
H -5.21 -0.39 -1.02
H -5.46 -2.90 -0.96
H -3.49 -4.25 -0.21
H -1.40 -3.11 0.33
H 1.04 4.84 0.89
H 4.44 2.75 -1.03
H 6.12 0.87 -0.96
H 5.33 -1.38 -0.21
H 2.96 -1.69 0.33
C -0.08 0.26 4.68
C -0.19 0.61 3.33
N 0.08 -0.25 2.37
C 0.49 -1.51 2.68
C 0.63 -1.94 4.00
C 0.33 -1.01 5.01
C 1.06 -3.28 4.26
C 1.34 -4.13 3.25
C 1.20 -3.71 1.88
C 1.47 -4.56 0.79
C 1.32 -4.08 -0.49
C 0.90 -2.77 -0.68
N 0.64 -1.96 0.33
C 0.78 -2.41 1.60
H -0.31 0.99 5.44
H -0.51 1.60 3.03
H 0.43 -1.30 6.05
H 1.17 -3.60 5.29
H 1.66 -5.14 3.45
H 1.80 -5.57 0.97
H 1.53 -4.71 -1.35
H 0.77 -2.36 -1.68



(4)
Entry from the OMol25 dataset: C30H18F2N5NaO2S2 as an isolated structure (ωB97M-V with the def2-TZVPD basis set).

Properties
**2S+1**: 1
**HOMO level**: -1.875 eV
**E_LUMO**: 3.93 eV
**Charge**: -2
**HOMO-LUMO gap**: 5.804 eV

Positions of all 60 atoms, in Å:
Na -0.69 -0.06 0.19
O 0.06 -4.02 2.76
C -0.41 -3.16 2.00
N 0.00 -2.79 0.80
C 0.75 -3.36 -0.13
O 0.66 -4.49 -0.61
C 1.80 -2.40 -0.69
C 2.78 -2.89 -1.55
C 3.75 -2.02 -2.02
C 3.72 -0.69 -1.61
C 2.69 -0.30 -0.76
N 1.76 -1.13 -0.31
C -1.58 -2.33 2.50
C -2.57 -2.94 3.27
C -3.63 -2.17 3.72
C -3.64 -0.82 3.44
C -2.60 -0.29 2.70
N -1.60 -1.03 2.22
H 2.75 -3.93 -1.85
H 4.53 -2.36 -2.69
H 4.45 0.02 -1.95
H 2.59 0.74 -0.43
H -2.49 -4.00 3.48
H -4.43 -2.63 4.29
H -4.45 -0.18 3.78
H -2.55 0.77 2.46
F -1.93 5.42 -1.34
C -1.21 4.63 -0.48
C -1.10 3.28 -0.70
C -0.34 2.45 0.14
C 0.30 3.10 1.23
C 0.11 4.46 1.44
F 0.63 5.09 2.55
C -0.63 5.27 0.60
C 1.16 2.30 2.13
C 2.32 2.81 2.73
C 3.06 1.99 3.56
C 2.66 0.68 3.77
C 1.52 0.25 3.11
N 0.79 1.03 2.32
H -1.63 2.85 -1.55
H -0.76 6.32 0.79
H 2.63 3.82 2.53
H 3.96 2.37 4.04
H 3.22 0.02 4.42
H 1.18 -0.78 3.19
S -4.13 -0.69 -0.71
C -3.09 -0.69 -2.01
N -1.78 -0.65 -2.02
C -1.24 -0.63 -3.28
C 0.13 -0.60 -3.57
C 0.55 -0.59 -4.89
C -0.37 -0.61 -5.94
C -1.73 -0.65 -5.67
C -2.15 -0.66 -4.35
S -3.77 -0.71 -3.71
H 0.84 -0.59 -2.75
H 1.61 -0.57 -5.11
H -0.02 -0.60 -6.96
H -2.45 -0.67 -6.48